No. 1
This record from the OMol25 dataset describes a structure of composition C8H16MgN2O7P2. The level of theory is ωB97M-V/def2-TZVPD.

energy = -49902.187 eV
2S+1 = 1
charge = -2
LUMO = 5.1256 eV
HOMO-LUMO gap = 6.8 eV
ΔE to the lowest compared entry with this formula, charge and spin = 0.109 eV
HOMO = -1.687 eV

Last column: natural (NBO) charge in e.
Geometry (Å):
1 Mg -0.3348 -1.0418 -0.3289  1.73
2 O -3.4725 0.7155 1.4581  -1.01
3 P -2.3685 -0.3164 2.0751  2.56
4 O -2.4176 -0.2393 3.5548  -1.17
5 O -1.0932 -0.0606 1.3285  -1.25
6 O -3.0340 -1.7319 1.6028  -1.13
7 P -2.4200 -3.0469 0.9001  2.56
8 O -3.2751 -3.1437 -0.4761  -1.00
9 O -2.7193 -4.2390 1.7287  -1.17
10 O -1.0093 -2.7201 0.4950  -1.27
11 H -4.2268 0.7139 2.0552  0.48
12 H -4.1472 -3.4921 -0.2693  0.48
13 N -1.2721 -0.2225 -3.0956  -0.35
14 C -2.3607 0.0460 -3.8145  -0.12
15 C -3.5112 0.0562 -3.0080  -0.44
16 C -3.0119 -0.2198 -1.7445  -0.07
17 N -1.6840 -0.3779 -1.8050  -0.53
18 H 1.0062 -0.5273 -2.4792  0.22
19 H -2.2819 0.2285 -4.8791  0.16
20 H -4.5365 0.2449 -3.2884  0.19
21 H -3.5296 -0.2913 -0.8003  0.21
22 C 2.8623 1.0210 -1.0681  -0.60
23 C 2.8724 -0.4793 -1.3793  -0.07
24 C 3.5441 -1.2171 -0.2217  -0.60
25 C 3.7157 -0.6972 -2.6490  -0.61
26 C 1.4391 -0.9727 -1.5662  -1.10
27 H 3.8813 1.4123 -0.9409  0.17
28 H 2.2928 1.2086 -0.1552  0.21
29 H 2.3795 1.5749 -1.8776  0.20
30 H 4.5852 -0.8935 -0.0867  0.17
31 H 3.5425 -2.2959 -0.4039  0.20
32 H 2.9960 -1.0352 0.7047  0.21
33 H 4.7492 -0.3354 -2.5293  0.17
34 H 3.2636 -0.1739 -3.4949  0.20
35 H 3.7494 -1.7614 -2.8996  0.19
36 H 1.4928 -2.0467 -1.8218  0.17

---

No. 2
This record from the OMol25 dataset describes a cluster of 2 separate species, C8H16N2 in total. The level of theory is ωB97M-V/def2-TZVPD.

energy = -11535.561 eV
2S+1 = 1
LUMO = 0.8965 eV
HOMO-LUMO gap = 9.4 eV
structure (SMILES) = CCc1c[nH]cn1.CCC
ΔE to the lowest compared entry with this formula, charge and spin = 0.424 eV
HOMO = -8.507 eV

Last column: natural (NBO) charge in e.
Geometry (Å):
1 C 0.3514 -0.5132 -1.4082  -0.43
2 C -0.8619 -1.4159 -1.4194  -0.62
3 C 1.6392 -1.1811 -1.0164  0.11
4 C 2.8992 -0.7904 -1.3911  -0.13
5 C 2.9770 -2.5038 -0.0251  0.16
6 N 1.7082 -2.2394 -0.1646  -0.47
7 N 3.7403 -1.6729 -0.7737  -0.52
8 H 0.5236 -0.0526 -2.3811  0.21
9 H 0.1967 0.3895 -0.8014  0.21
10 H -1.1049 -1.7710 -2.4274  0.21
11 H 3.2424 -0.0037 -2.0437  0.22
12 H 3.3566 -3.2956 0.5991  0.20
13 H 4.7292 -1.5866 -0.6096  0.41
14 H -1.7868 -1.0004 -1.0163  0.21
15 H -0.6793 -2.3179 -0.8279  0.23
16 C -2.1908 2.1916 1.7922  -0.40
17 C -1.6061 0.8697 2.2603  -0.61
18 C -1.9786 2.4790 0.3053  -0.61
19 H -3.2717 2.2201 2.0036  0.19
20 H -1.8438 3.0294 2.4074  0.19
21 H -0.5252 0.9040 2.3507  0.20
22 H -2.7484 2.0189 -0.2996  0.21
23 H -1.8689 3.5443 0.1085  0.21
24 H -1.0061 2.0704 0.0247  0.20
25 H -2.0390 0.5510 3.2066  0.21
26 H -1.8522 0.0765 1.5471  0.20

---

No. 3
This record from the OMol25 dataset describes the ion C8H16N2 with charge +2. The level of theory is ωB97M-V/def2-TZVPD.

energy = -11513.465 eV
2S+1 = 1
charge = +2
LUMO (alpha / beta) = -8.9731 / -10.7207 eV
HOMO-LUMO gap (alpha / beta) = 10.2 / 6.9 eV
ΔE to the lowest compared entry with this formula, charge and spin = 4.210 eV
HOMO (alpha / beta) = -19.170 / -17.623 eV

Last column: natural (NBO) charge in e.
Geometry (Å):
1 C 1.6201 -0.2787 1.5783  0.63
2 C 1.2661 -1.6320 1.3795  -0.61
3 C 0.2628 -2.0687 0.1814  -0.38
4 C 0.4267 2.0392 -0.4001  -0.45
5 C 0.3342 1.7233 1.0902  -0.25
6 C 0.2511 -1.1096 -0.9969  -0.29
7 C -0.7111 1.3547 -1.2000  -0.25
8 C -2.1333 -0.6305 -0.9421  -0.51
9 N 1.5158 0.9873 1.5633  -0.50
10 N -0.7946 -0.1110 -0.8919  0.01
11 H 2.1925 -2.1352 1.3658  0.31
12 H 0.6964 -2.0702 2.2825  0.35
13 H 0.7010 -3.0851 -0.1821  0.29
14 H -0.7271 -2.0879 0.5444  0.23
15 H 0.2072 3.1924 -0.4698  0.29
16 H 1.4237 1.7645 -0.7352  0.24
17 H 0.1943 2.7000 1.7580  0.28
18 H -0.4271 1.0612 1.4205  0.21
19 H 1.2151 -0.6488 -1.2212  0.25
20 H 0.0127 -1.6616 -1.9000  0.29
21 H -1.7072 1.7500 -0.8403  0.25
22 H -0.6080 1.6138 -2.2384  0.29
23 H -2.0030 -1.7670 -1.2889  0.26
24 H -2.6397 -0.3859 0.0025  0.28
25 H -2.8503 -0.1338 -1.7150  0.31
26 H 2.2818 1.6196 1.8557  0.47

---

No. 4
This record from the OMol25 dataset describes a cluster of 2 separate species, C8H16N2O2 in total. The level of theory is ωB97M-V/def2-TZVPD.

energy = -15627.897 eV
2S+1 = 1
LUMO = 0.7049 eV
HOMO-LUMO gap = 10.0 eV
structure (SMILES) = [H]/N=C(/N)COC.C#CCCCO
ΔE to the lowest compared entry with this formula, charge and spin = 0.626 eV
HOMO = -9.320 eV

Last column: natural (NBO) charge in e.
Geometry (Å):
1 C 0.8285 -1.2199 0.4340  -0.25
2 C 3.1139 -0.5798 0.3865  -0.13
3 C 4.1474 0.2328 -0.3316  0.40
4 C -3.9841 -0.4688 0.1655  -0.07
5 C -3.3379 0.4112 -0.8843  -0.41
6 C -2.8342 1.7615 -0.3579  -0.49
7 C -1.7369 1.6299 0.6000  0.00
8 C -0.8338 1.4192 1.3797  -0.27
9 H 1.0190 -2.2230 0.0185  0.17
10 H -0.1846 -0.9071 0.0947  0.21
11 H 0.8266 -1.2738 1.5439  0.17
12 H 3.3017 -1.6363 0.2380  0.17
13 H 3.2002 -0.3912 1.4778  0.19
14 H 5.5026 -1.2440 -0.0145  0.38
15 H 6.0855 0.1169 -0.8288  0.40
16 H 2.8956 1.4857 -0.9042  0.35
17 H -3.8058 -1.9751 -1.0335  0.46
18 H -3.2355 -0.7011 0.9607  0.17
19 H -4.8156 0.0747 0.6313  0.18
20 H -4.0708 0.5915 -1.6745  0.22
21 H -2.4778 -0.1382 -1.3112  0.19
22 H -2.4733 2.3798 -1.2040  0.24
23 H -3.6607 2.3184 0.1193  0.23
24 H -0.0761 1.2131 2.1323  0.25
25 N 5.4163 -0.2450 -0.1734  -0.81
26 N 3.9069 1.3171 -0.9732  -0.69
27 O 1.7938 -0.2948 -0.0419  -0.54
28 O -4.5108 -1.6539 -0.4492  -0.71

---

No. 5
This record from the OMol25 dataset describes the molecule C8H16N2O2Si. The level of theory is ωB97M-V/def2-TZVPD.

energy = -23504.348 eV
2S+1 = 3
LUMO (alpha / beta) = 0.7215 / -2.2650 eV
⟨S²⟩ = 2.008
HOMO-LUMO gap (alpha / beta) = 6.9 / 7.2 eV
HOMO (alpha / beta) = -6.212 / -9.508 eV

Last column: natural (NBO) charge in e.
Geometry (Å):
1 C -1.3699 0.9626 0.4609  0.56
2 C -0.1020 -1.6191 0.4304  0.73
3 C -2.1633 -0.1856 -0.0594  -0.04
4 C -3.5494 -0.1351 0.6807  -0.61
5 C -2.3400 0.0482 -1.5417  -0.61
6 C 3.0465 -1.3007 -0.5585  -1.08
7 C 2.6357 0.9179 1.8775  -1.12
8 C 1.7304 1.6777 -1.0529  -1.03
9 N -1.4576 -1.4128 0.0508  -0.66
10 N 0.5705 -0.5017 0.6392  -0.62
11 O -1.2248 2.1207 0.7037  -0.50
12 O 0.2400 -2.7633 0.6174  -0.60
13 Si 2.0651 0.1810 0.2388  1.68
14 H -4.3410 -0.4165 0.0082  0.22
15 H -3.7195 0.8351 1.0845  0.23
16 H -3.4900 -0.7113 1.6639  0.23
17 H -2.3941 -0.9835 -1.9064  0.22
18 H -1.5912 0.6330 -1.9679  0.22
19 H -3.3140 0.2610 -1.8165  0.22
20 H 4.0926 -0.9939 -0.7793  0.23
21 H 2.9984 -2.2568 -0.0384  0.26
22 H 2.6185 -1.4832 -1.5360  0.24
23 H 2.0447 0.4422 2.6845  0.26
24 H 3.6794 1.0555 2.1289  0.25
25 H 2.1972 1.8765 1.9980  0.25
26 H 1.5199 2.5806 -0.6219  0.23
27 H 2.7118 1.7994 -1.6705  0.23
28 H 1.0273 1.5844 -1.8141  0.23
29 H -2.1211 -2.2124 0.0964  0.41

---

No. 6
This record from the OMol25 dataset describes a cluster of 4 separate species, C8H16N2O3 in total. The level of theory is ωB97M-V/def2-TZVPD.

energy = -17669.547 eV
2S+1 = 1
LUMO = -0.1159 eV
HOMO-LUMO gap = 9.4 eV
ΔE to the lowest compared entry with this formula, charge and spin = 10.204 eV
HOMO = -9.474 eV

Last column: natural (NBO) charge in e.
Geometry (Å):
1 C 2.6469 -0.5480 0.5338  -0.13
2 C 1.1034 -0.0180 0.4287  0.70
3 C 3.4498 0.7564 0.0833  -0.62
4 C -1.0180 -0.0521 -0.7800  -0.14
5 C -1.0870 1.4417 -0.4292  0.81
6 C -2.2219 -0.7548 -0.1288  -0.37
7 C -2.1850 -0.8953 1.3541  -0.62
8 C -2.3364 -2.2434 -0.6312  -0.56
9 H 4.0045 -1.1254 -0.6576  0.37
10 H 2.9322 -2.4662 -0.4102  0.38
11 H 2.8777 -0.6906 1.6142  0.20
12 H 2.8208 0.8696 -0.9018  0.23
13 H 4.4672 0.3501 -0.0800  0.19
14 H 3.2891 1.7113 0.7378  0.25
15 H 0.6839 -1.2109 -1.2237  0.42
16 H -1.4630 -0.1203 -1.8536  0.24
17 H -2.8690 -0.0140 -0.5025  0.23
18 H -2.8556 -1.8060 1.8209  0.21
19 H -1.3449 -1.6042 1.4781  0.21
20 H -2.2730 -0.0444 2.0875  0.25
21 H -0.9670 -2.2649 -1.1538  0.19
22 H -3.5383 -2.4724 -1.6165  0.26
23 H -2.4714 -3.2459 0.8321  0.20
24 H -2.0429 2.8486 0.1345  0.51
25 N 3.0631 -1.4547 -0.5331  -0.86
26 N 0.3380 -0.3953 -0.6469  -0.65
27 O 0.6698 0.6807 1.2663  -0.60
28 O -0.3896 2.2889 -0.9671  -0.60
29 O -2.1763 1.7949 0.3722  -0.70

---

No. 7
This record from the OMol25 dataset describes a structure of composition C8H16N2O3RbS4. The level of theory is ωB97M-V/def2-TZVPD.

energy = -61674.699 eV
2S+1 = 1
charge = -1
LUMO = 1.2674 eV
HOMO-LUMO gap = 2.0 eV
HOMO = -0.701 eV

Last column: natural (NBO) charge in e.
Geometry (Å):
1 Rb -7.0275 -5.1241 -10.8370  0.90
2 C -4.3970 -9.5531 -8.8665  -0.43
3 N -4.6200 -9.6125 -10.2789  -0.43
4 C -4.2825 -10.8357 -11.1108  -0.43
5 C -5.5262 -8.6940 -10.7162  0.65
6 O -5.7969 -7.7515 -9.9792  -0.61
7 C -6.0846 -8.9733 -12.1104  -0.15
8 O -6.7198 -7.7635 -12.6281  -0.54
9 C -7.2240 -7.7075 -13.9869  -0.14
10 C -8.0911 -6.4302 -14.1386  0.67
11 O -7.8296 -5.4379 -13.4333  -0.62
12 N -9.0878 -6.3979 -15.0797  -0.43
13 C -9.2883 -7.3263 -16.1322  -0.41
14 C -10.1735 -5.4358 -14.9221  -0.40
15 H -4.9223 -10.3741 -8.2639  0.19
16 H -4.8129 -8.5999 -8.5131  0.28
17 H -3.2913 -9.6643 -8.6618  0.19
18 H -5.1530 -11.3454 -11.5303  0.20
19 H -3.6742 -11.5731 -10.5162  0.22
20 H -3.6324 -10.5473 -11.9337  0.20
21 H -6.9120 -9.7641 -12.2029  0.20
22 H -5.2498 -9.4089 -12.6511  0.19
23 H -7.7571 -8.6498 -14.1860  0.18
24 H -6.3632 -7.6825 -14.6160  0.20
25 H -10.3168 -7.7946 -16.0807  0.20
26 H -8.5563 -8.1564 -16.1479  0.21
27 H -9.0482 -6.8074 -17.0755  0.20
28 H -10.0185 -4.9045 -14.0212  0.25
29 H -11.1060 -5.9952 -14.9444  0.19
30 H -10.1851 -4.7414 -15.8124  0.19
31 S -8.6237 -4.3735 -7.8487  -0.75
32 S -7.1904 -3.2199 -7.2309  -0.20
33 S -7.1756 -1.4323 -8.2447  -0.19
34 S -7.8808 -1.7406 -10.0892  -0.77

---

No. 8
This record from the OMol25 dataset describes the molecule C8H16N2O4S. The level of theory is ωB97M-V/def2-TZVPD.

energy = -30561.161 eV
2S+1 = 1
LUMO = 0.4682 eV
HOMO-LUMO gap = 9.0 eV
structure (SMILES) = CSCC[C@H](NC(=O)[C@@H](N)CO)C(=O)O
ΔE to the lowest compared entry with this formula, charge and spin = 0.780 eV
HOMO = -8.578 eV

Last column: natural (NBO) charge in e.
Geometry (Å):
1 C 2.5931 -0.0995 -0.3750  -0.18
2 C 2.0785 -0.3617 1.0469  0.68
3 C 3.7746 -1.0046 -0.6381  -0.08
4 C -0.2710 0.3271 0.4186  -0.15
5 C -0.4697 1.8754 0.2869  0.78
6 C -1.5672 -0.2795 0.9746  -0.40
7 C -2.7706 -0.1057 -0.0501  -0.51
8 C -5.3122 -0.6545 -0.8794  -0.74
9 H 3.3326 1.5014 -1.4686  0.39
10 H 3.5575 1.6801 0.1559  0.39
11 H 1.8158 -0.3096 -1.0560  0.21
12 H 4.1870 -0.7768 -1.6352  0.18
13 H 4.5219 -0.9202 0.2121  0.20
14 H 3.1718 -2.5854 0.2744  0.47
15 H 0.5362 0.0641 2.3101  0.41
16 H -0.0777 -0.1594 -0.5425  0.22
17 H -1.7806 0.0657 1.9467  0.22
18 H -1.4236 -1.3197 1.0284  0.21
19 H -2.4432 -0.4758 -1.0251  0.20
20 H -3.1041 0.9009 -0.1530  0.23
21 H -6.3124 -1.0602 -0.6536  0.23
22 H -5.3237 0.4564 -0.9975  0.22
23 H -4.9636 -1.1835 -1.7824  0.21
24 H 1.4488 2.1062 -0.3047  0.50
25 N 2.9170 1.3356 -0.5717  -0.83
26 N 0.8003 0.1557 1.3521  -0.61
27 O 2.7809 -0.7483 1.9763  -0.60
28 O 3.4054 -2.3870 -0.6499  -0.72
29 O -1.4527 2.5183 0.5296  -0.58
30 O 0.5530 2.5207 -0.2467  -0.72
31 S -4.2021 -1.0764 0.5167  0.17